Below is C10H8EuIN2OP as an isolated structure at a distorted geometry, with properties calculated with the ωB97M-V functional and the def2-TZVPD basis.

```
24
C10H8EuIN2OP the ωB97M-V functional and the def2-TZVPD basis
N 1.512 1.733 2.955
C 1.107 1.106 1.870
C 0.760 0.622 0.307
C -0.739 -0.063 0.293
C -1.185 -1.397 -0.550
C -2.732 -1.976 -0.529
C -3.857 -1.140 0.371
C -3.462 0.204 1.265
C -1.902 0.720 1.198
C 1.943 -0.308 -0.343
C 2.585 -1.379 0.765
N 3.215 -2.243 1.498
P 3.440 0.727 -1.037
O 2.997 2.394 -1.275
I 3.913 -0.190 -3.315
H 0.677 1.589 -0.388
H -0.399 -1.981 -1.222
H -3.012 -2.941 -1.152
H -4.970 -1.539 0.367
H -4.270 0.782 1.884
H -1.644 1.698 1.809
H 1.541 -0.981 -1.224
H 2.753 2.832 -0.389
Eu 1.730 1.730 -3.157
```

Frontier orbital gap (alpha / beta)   0.26467 / 0.22280 hartree
Charge   +3
E_LUMO (alpha / beta)   -11.93 / -13.20 eV
2S+1   7

=====

Below is a 2-piece molecular cluster, C10H8N2O overall at a distorted geometry, with properties calculated with the ωB97M-V functional and the def2-TZVPD basis.

```
21
C10H8N2O the ωB97M-V functional and the def2-TZVPD basis
N -0.907 -2.485 1.021
C -0.428 -1.610 0.488
C 0.259 -0.521 -0.062
C 1.385 -0.852 -0.771
N 2.194 -1.188 -1.581
C -0.284 0.791 -0.016
C -1.240 1.130 1.010
C -1.917 2.367 0.873
C -1.678 3.256 -0.177
C -0.586 2.916 -1.074
C 0.096 1.765 -0.943
H 3.124 -1.376 -1.440
H -1.639 0.305 1.653
H -2.613 2.749 1.565
H -2.158 4.150 -0.201
H -0.097 3.624 -1.690
H 0.763 1.557 -1.696
C 1.467 -4.180 0.758
O 2.414 -3.617 1.258
H 0.600 -4.460 1.298
H 1.243 -4.322 -0.272
```

Frontier orbital gap (alpha / beta)   0.31743 / 0.31741 hartree
Energy relative to the best compared isomer or geometry (same formula, charge and spin)   74.05 kcal per mole
E_LUMO (alpha / beta)   0.25 / 0.25 eV
2S+1   1
SMILES   N#CC(=C=N)c1ccccc1.C=O